No. 1
{
  "formula": "C16H52N4O10",
  "method": "wB97M-V/def2-TZVPD",
  "symbols": ["C", "O", "H", "H", "H", "H", "C", "O", "H", "H", "H", "H", "C", "O", "H", "H", "H", "H", "C", "O", "H", "H", "H", "H", "C", "O", "H", "H", "H", "H", "C", "O", "N", "N", "H", "H", "H", "H", "C", "O", "N", "N", "H", "H", "H", "H", "C", "C", "C", "O", "H", "H", "H", "H", "H", "H", "H", "H", "C", "C", "C", "O", "H", "H", "H", "H", "H", "H", "H", "H", "C", "C", "C", "O", "H", "H", "H", "H", "H", "H", "H", "H"],
  "xyz": [[-3.555, 1.995, -2.406], [-2.824, 3.141, -2.842], [-4.556, 1.938, -2.833], [-2.928, 1.161, -2.722], [-3.539, 1.976, -1.316], [-3.255, 3.941, -2.532], [-2.179, -1.104, 2.751], [-1.639, 0.150, 3.021], [-2.116, -1.750, 3.627], [-3.259, -1.110, 2.610], [-1.616, -1.663, 2.003], [-1.067, 0.170, 3.792], [2.131, -2.822, -3.004], [2.205, -3.814, -3.985], [2.247, -3.270, -2.017], [3.008, -2.178, -3.073], [1.207, -2.247, -3.071], [3.001, -4.317, -3.799], [1.297, 0.383, -3.985], [0.026, 0.296, -3.359], [1.964, 0.440, -3.125], [1.501, -0.458, -4.646], [1.479, 1.318, -4.516], [-0.631, 0.496, -4.030], [-0.533, 0.055, 0.140], [-0.185, -0.988, -0.773], [-0.001, -0.100, 1.079], [-0.005, 0.849, -0.387], [-1.611, 0.215, 0.119], [-0.296, -0.807, -1.710], [1.797, -3.012, 1.283], [2.552, -3.652, 2.037], [0.593, -3.327, 1.090], [2.090, -2.027, 0.518], [0.343, -4.205, 1.522], [0.007, -2.891, 0.392], [2.971, -1.557, 0.671], [1.391, -1.583, -0.060], [-2.571, 3.359, 1.487], [-3.161, 4.310, 1.025], [-3.160, 2.317, 1.951], [-1.314, 3.468, 1.715], [-4.169, 2.305, 1.913], [-2.665, 1.562, 2.405], [-0.784, 2.628, 1.901], [-0.933, 4.301, 1.291], [2.430, 0.629, 3.547], [2.887, -0.308, 4.654], [4.343, -0.217, 4.814], [2.155, -0.185, 5.838], [2.387, 1.619, 4.001], [1.399, 0.404, 3.273], [2.967, 0.548, 2.602], [2.679, -1.283, 4.214], [4.700, 0.624, 5.407], [4.841, -0.002, 3.869], [4.685, -1.164, 5.231], [1.208, -0.272, 5.707], [2.999, 4.271, -0.549], [2.690, 3.770, -2.014], [1.178, 3.671, -2.295], [3.171, 4.856, -2.680], [2.798, 5.335, -0.429], [4.058, 4.196, -0.303], [2.444, 3.778, 0.249], [3.157, 2.823, -2.282], [0.951, 3.419, -3.330], [0.741, 4.628, -2.007], [0.752, 2.893, -1.662], [4.129, 4.843, -2.747], [-3.706, -4.579, -0.163], [-3.132, -3.361, -0.928], [-3.576, -3.169, -2.315], [-3.616, -2.246, -0.288], [-3.165, -5.449, -0.534], [-4.752, -4.651, -0.459], [-3.661, -4.587, 0.926], [-2.043, -3.329, -0.948], [-2.844, -3.763, -2.862], [-3.436, -2.124, -2.593], [-4.579, -3.535, -2.538], [-4.495, -1.970, -0.559]],
  "mulliken_charge": [-0.1393, -0.5110, 0.3420, -0.0598, 0.0691, 0.2916, -0.4728, -0.5230, 0.4483, 0.2561, 0.0121, 0.2005, -0.3710, -0.5190, 0.2173, 0.3373, 0.0433, 0.3172, -0.7090, -0.2924, 0.1440, 0.3604, 0.3827, 0.1798, 0.3313, -0.3887, -0.1139, -0.1992, 0.2270, -0.0433, 0.6031, -0.5089, -0.0335, 0.1700, 0.2543, 0.0363, 0.3139, 0.1114, 0.6483, -0.7205, -0.2101, -0.3528, 0.1987, 0.2470, 0.1257, 0.2086, -0.9430, 0.9386, -1.4252, -0.5343, 0.4017, -0.1947, 0.3709, 0.0418, 0.3690, 0.3512, 0.3469, 0.2827, -1.2267, 0.5640, -0.8518, -0.5599, 0.3639, 0.3886, 0.1994, 0.1954, 0.2603, 0.4131, -0.0716, 0.3403, -1.3908, 1.4677, -1.5594, -0.4925, 0.3988, 0.3069, 0.3213, -0.3580, 0.4171, 0.3066, 0.3654, 0.2873],
  "lumo_ev": [-2.94, -9.40],
  "multiplicity": 2,
  "max_force_ha_per_bohr": 0.12251,
  "e_homo_ev": [-11.372, -11.368],
  "total_charge": 1,
  "s2": 0.76,
  "de_lowest_kj_mol": 105.59
}


No. 2
{
  "formula": "C16H54N16O11",
  "method": "wB97M-V/def2-TZVPD",
  "symbols": ["N", "C", "N", "O", "H", "H", "H", "H", "N", "C", "N", "O", "H", "H", "H", "H", "N", "C", "N", "O", "H", "H", "H", "H", "N", "C", "N", "O", "H", "H", "H", "H", "N", "C", "N", "O", "H", "H", "H", "H", "N", "C", "N", "O", "H", "H", "H", "H", "N", "C", "N", "O", "H", "H", "H", "H", "N", "C", "N", "O", "H", "H", "H", "H", "C", "C", "C", "O", "H", "H", "H", "H", "H", "H", "H", "H", "C", "C", "C", "O", "H", "H", "H", "H", "H", "H", "H", "H", "C", "C", "O", "H", "H", "H", "H", "H", "H"],
  "xyz": [[-2.192, -1.071, -2.673], [-1.603, -1.466, -3.804], [-1.835, -0.703, -4.833], [-1.054, -2.551, -3.929], [-2.394, -0.084, -2.604], [-2.079, -1.667, -1.866], [-1.492, -1.053, -5.717], [-2.547, 0.007, -4.735], [-0.595, 2.777, -2.929], [-1.828, 2.432, -2.592], [-2.036, 2.593, -1.329], [-2.558, 1.859, -3.359], [-0.007, 3.208, -2.230], [-0.171, 2.536, -3.813], [-1.307, 3.061, -0.810], [-2.761, 2.092, -0.835], [-0.995, 2.372, 4.401], [-1.725, 1.917, 3.406], [-2.013, 0.637, 3.580], [-2.066, 2.506, 2.417], [-0.702, 3.339, 4.367], [-0.770, 1.787, 5.193], [-2.268, 0.088, 2.771], [-1.729, 0.169, 4.428], [-2.774, -4.462, -2.312], [-2.339, -4.245, -1.124], [-1.227, -3.595, -1.071], [-2.859, -4.675, -0.134], [-2.506, -4.038, -3.189], [-3.571, -5.077, -2.392], [-0.693, -3.739, -0.226], [-0.757, -3.290, -1.911], [1.251, -1.608, 3.260], [2.327, -2.340, 3.047], [2.511, -2.710, 1.811], [3.076, -2.731, 3.897], [0.879, -1.412, 4.178], [0.689, -1.237, 2.506], [1.830, -2.554, 1.082], [3.275, -3.361, 1.700], [2.013, 4.239, 0.799], [0.785, 4.041, 0.643], [0.200, 4.167, 1.788], [0.213, 3.893, -0.410], [2.567, 4.418, -0.026], [2.337, 4.388, 1.744], [-0.718, 3.746, 1.799], [0.897, 4.126, 2.518], [-4.953, -0.540, 0.032], [-3.846, -0.048, 0.469], [-4.025, 1.238, 0.608], [-2.828, -0.695, 0.768], [-5.807, -0.003, -0.031], [-4.969, -1.485, -0.323], [-3.230, 1.739, 0.980], [-4.797, 1.759, 0.219], [4.527, 0.364, 2.332], [5.628, 0.049, 2.972], [5.434, -0.722, 4.021], [6.709, 0.365, 2.581], [4.699, 0.814, 1.444], [3.630, 0.300, 2.793], [6.318, -0.913, 4.470], [4.537, -1.090, 4.304], [3.871, 2.428, -5.451], [2.404, 2.374, -5.637], [1.740, 1.201, -4.988], [1.766, 3.534, -5.089], [4.131, 3.094, -4.629], [4.460, 2.895, -6.240], [4.413, 1.505, -5.247], [2.217, 2.313, -6.709], [2.074, 0.251, -5.405], [0.654, 1.213, -5.082], [1.923, 1.210, -3.914], [0.838, 3.423, -5.308], [1.113, 0.712, 0.841], [0.380, -0.290, 0.004], [1.204, -0.751, -1.220], [-0.049, -1.445, 0.745], [1.891, 0.198, 1.405], [0.480, 1.422, 1.373], [1.730, 1.330, 0.189], [-0.556, 0.178, -0.300], [1.641, -0.014, -1.894], [0.647, -1.361, -1.932], [2.012, -1.449, -0.999], [-0.996, -1.366, 0.875], [-1.710, -3.473, 3.049], [-2.044, -3.293, 4.537], [-0.910, -2.978, 5.295], [-2.502, -4.040, 2.560], [-0.777, -3.988, 2.819], [-1.737, -2.486, 2.586], [-2.445, -4.219, 4.949], [-2.718, -2.442, 4.627], [-0.851, -3.546, 6.067]],
  "mulliken_charge": [0.0646, 0.5449, -0.3214, -0.8016, 0.1007, -0.1625, 0.2660, 0.1996, -0.1159, 0.6403, -0.0634, -0.8102, 0.3028, -0.1964, 0.4077, 0.1184, -0.3944, 0.8259, -0.1841, -0.8210, 0.2367, 0.1525, -0.1848, 0.1917, -0.2575, 0.5122, -0.2098, -0.7127, 0.1923, 0.2263, 0.0461, 0.2550, 0.1353, 0.2129, -0.1284, -0.7526, 0.0744, -0.1050, 0.2129, 0.2039, -0.3119, 0.6316, -0.4048, -0.8892, 0.2584, 0.1460, 0.1065, 0.1461, -0.3540, 0.4515, -0.4482, -0.3902, 0.1432, 0.2865, -0.0312, 0.2221, -0.2028, 0.5332, -0.3186, -0.6813, 0.1314, 0.1136, 0.2057, 0.2051, -1.4452, 0.7423, -1.2807, -0.5923, 0.3489, 0.3494, 0.3359, 0.1666, 0.5088, 0.2556, 0.3845, 0.3567, -0.5196, 2.2015, -1.3086, 0.5230, -0.4648, -0.3407, 0.5980, -0.5302, 0.0757, 0.1507, 0.3034, -0.2299, -0.1164, -0.5165, -0.4584, 0.3508, 0.2484, -0.4358, 0.4164, 0.2106, 0.2621],
  "lumo_ev": -0.09,
  "max_force_ha_per_bohr": 0.14573,
  "e_homo_ev": -9.339,
  "smiles": "NC(N)=O.NC(N)=O.NC(N)=O.NC(N)=O.NC(N)=O.NC(N)=O.NC(N)=O.NC(N)=O.CC(C)O.CC(C)O.CCO",
  "de_lowest_kj_mol": 212.17
}


No. 3
{
  "formula": "C16H54O17",
  "method": "wB97M-V/def2-TZVPD",
  "symbols": ["O", "C", "C", "O", "H", "H", "H", "H", "H", "H", "O", "C", "C", "O", "H", "H", "H", "H", "H", "H", "O", "C", "C", "O", "H", "H", "H", "H", "H", "H", "O", "C", "C", "O", "H", "H", "H", "H", "H", "H", "O", "C", "C", "O", "H", "H", "H", "H", "H", "H", "O", "C", "C", "O", "H", "H", "H", "H", "H", "H", "C", "O", "H", "H", "H", "H", "C", "O", "H", "H", "H", "H", "C", "O", "H", "H", "H", "H", "C", "O", "H", "H", "H", "H", "O", "H", "H"],
  "xyz": [[-3.914, 0.779, -4.399], [-4.742, 1.662, -3.665], [-4.060, 2.272, -2.470], [-3.740, 1.335, -1.477], [-3.709, -0.029, -3.845], [-4.993, 2.507, -4.347], [-5.612, 1.088, -3.476], [-4.647, 3.050, -2.022], [-3.167, 2.785, -2.861], [-3.267, 0.620, -1.906], [-2.850, -2.831, -0.033], [-3.888, -2.519, -0.983], [-3.233, -2.345, -2.344], [-2.528, -1.155, -2.453], [-3.169, -2.682, 0.880], [-4.641, -3.315, -0.997], [-4.199, -1.532, -0.665], [-3.913, -2.409, -3.164], [-2.545, -3.184, -2.489], [-1.602, -1.426, -2.408], [1.722, -2.436, 1.794], [1.584, -3.582, 0.920], [1.920, -4.840, 1.758], [3.328, -5.029, 1.871], [2.616, -2.108, 1.703], [0.530, -3.684, 0.652], [2.244, -3.506, 0.034], [1.539, -5.723, 1.241], [1.397, -4.794, 2.722], [3.532, -5.600, 2.624], [1.660, 1.424, 2.965], [1.556, 2.686, 3.660], [1.187, 3.870, 2.834], [-0.204, 3.700, 2.447], [0.804, 0.979, 2.883], [0.727, 2.728, 4.437], [2.520, 2.830, 4.113], [1.756, 3.840, 1.842], [1.317, 4.835, 3.371], [-0.445, 4.238, 1.695], [2.027, 3.583, -1.575], [2.456, 2.912, -2.809], [2.775, 3.889, -3.864], [1.553, 4.605, -4.132], [2.419, 3.082, -0.824], [3.154, 2.109, -2.571], [1.592, 2.425, -3.192], [3.104, 3.420, -4.818], [3.537, 4.659, -3.660], [1.229, 5.164, -3.415], [3.305, 2.433, 0.650], [4.341, 1.558, 0.167], [4.694, 0.417, 1.151], [3.661, -0.428, 1.577], [2.746, 1.973, 1.307], [4.060, 1.094, -0.768], [5.255, 2.124, -0.004], [5.110, 0.926, 2.036], [5.415, -0.232, 0.730], [3.070, -0.003, 2.251], [-3.161, 1.717, 1.806], [-3.670, 0.450, 1.405], [-3.876, 2.530, 1.538], [-3.033, 1.753, 2.934], [-2.142, 1.884, 1.361], [-4.419, 0.538, 0.765], [-3.066, -2.221, 3.459], [-4.066, -1.908, 2.458], [-3.123, -3.273, 3.779], [-2.076, -2.025, 3.084], [-3.357, -1.613, 4.302], [-3.819, -1.011, 2.110], [3.789, -2.224, -1.720], [2.407, -1.937, -2.046], [4.468, -2.228, -2.622], [4.105, -1.560, -0.920], [3.800, -3.237, -1.362], [2.110, -1.404, -1.274], [-0.663, -0.517, 0.848], [-0.090, -0.423, 2.162], [0.107, -0.489, 0.102], [-1.268, -1.426, 0.805], [-1.394, 0.265, 0.720], [0.489, -1.237, 2.251], [-0.342, -2.744, -1.839], [0.613, -3.012, -1.830], [-0.696, -2.856, -0.953]],
  "mulliken_charge": [-0.5746, -0.5208, -0.3449, -0.2951, 0.2935, 0.3140, 0.2980, 0.3790, 0.2460, 0.1626, -0.5065, -0.0357, -0.5578, -0.3882, 0.2673, 0.3966, -0.0570, 0.4359, 0.3032, 0.1748, -0.4699, 0.7366, -0.7813, -0.5305, 0.3389, -0.0325, -0.2853, 0.3851, 0.3696, 0.3015, -0.2749, -0.5986, -0.0497, -0.4827, 0.2933, 0.2907, 0.3866, 0.0461, 0.3408, 0.2955, -0.5570, 0.1400, -0.5541, -0.5637, 0.3476, 0.2011, 0.1672, 0.2463, 0.2739, 0.3222, -0.4884, 0.1383, -1.0824, -0.3855, 0.3116, -0.0830, 0.3536, 0.3574, 0.5497, 0.2764, -0.6575, -0.4167, 0.3238, 0.2466, 0.1952, 0.1760, -0.3446, -0.6080, 0.2652, 0.0297, 0.2890, 0.5723, -0.6064, -0.5294, 0.2726, 0.0872, 0.3264, 0.3572, 1.0855, -0.7368, 0.1056, -0.2548, -0.6292, 0.3131, -0.7067, 0.3546, 0.2494],
  "lumo_ev": 0.49,
  "max_force_ha_per_bohr": 0.06196,
  "e_homo_ev": -9.689,
  "smiles": "OCCO.OCCO.OCCO.OCCO.OCCO.OCCO.CO.CO.CO.CO.O"
}